#P
Formula: C4H12NO
Source: the OMol25 dataset
Level of theory: ωB97M-V/def2-TZVPD

Bonds (Å) are listed after each position.
Atoms and positions in Å:
1 N -1.0458 0.2595 -1.3043  C2 1.507, H7 1.016, H8 1.012, H9 0.994
2 C -0.3375 -1.0354 -1.0023  N1 1.507, C3 1.520, H10 1.070, H11 1.085
3 C 1.0222 -0.7212 -0.4009  C2 1.520, C4 1.529, H12 1.100, H13 1.101
4 C 0.9833 -0.2461 1.0517  C3 1.529, C5 1.487, H14 1.093, H15 1.076
5 C -0.2062 0.5743 1.4039  C4 1.487, O6 1.429, H16 1.100, H17 1.087
6 O -0.2835 1.7580 0.6076  C5 1.429, H18 0.970
7 H -2.0477 0.1510 -1.1740  N1 1.016
8 H -0.7685 1.0369 -0.7182  N1 1.012
9 H -1.0219 0.5788 -2.2459  N1 0.994
10 H -0.3354 -1.5824 -1.9214  C2 1.070
11 H -0.9968 -1.5525 -0.3130  C2 1.085
12 H 1.4958 0.0304 -1.0491  C3 1.100
13 H 1.6093 -1.6480 -0.4900  C3 1.101
14 H 0.9232 -1.0956 1.7363  C4 1.093
15 H 1.8686 0.3041 1.3174  C4 1.076
16 H -0.1765 0.7715 2.4856  C5 1.100
17 H -1.1578 0.0937 1.1936  C5 1.087
18 H 0.4751 2.3228 0.8229  O6 0.970

Calculated values
2S+1: 1
Total charge: +1
SMILES: [NH3+]CCCCO
LUMO, hartree: -0.119
Orbital gap, eV: 11.97

#Q
Formula: C4H12NO
Source: the OMol25 dataset
Level of theory: ωB97M-V/def2-TZVPD

Bonds (Å) are listed after each position.
Atoms and positions in Å:
1 O 2.6705 0.4173 0.0822  C2 1.403, H7 0.965
2 C 1.6590 0.5142 1.0490  O1 1.403, C3 1.579, H8 1.087, H9 1.092
3 C 1.0284 -0.9271 1.1865  C2 1.579, N4 1.335, H10 1.121, H11 1.110
4 N 0.4515 -1.2722 0.0335  C3 1.335, H13 1.035
5 C -2.1349 0.1941 -0.3898  C6 1.527, H12 1.087, H14 1.098, H15 1.103
6 C -1.4823 0.8565 -1.6014  C5 1.527, H16 1.090, H17 1.087, H18 1.091
7 H 2.2199 -0.0024 -0.6605  O1 0.965
8 H 2.1089 0.8404 1.9826  C2 1.087
9 H 0.8508 1.2002 0.7866  C2 1.092
10 H 1.9138 -1.6078 1.2871  C3 1.121
11 H 0.4251 -1.0762 2.1064  C3 1.110
12 H -3.1509 0.4540 -0.1035  C5 1.087
13 H 0.6422 -2.2686 -0.1716  N4 1.035
14 H -1.5540 0.5222 0.4816  C5 1.098
15 H -1.9278 -0.8882 -0.3450  C5 1.103
16 H -1.2077 0.1277 -2.3634  C6 1.090
17 H -1.9924 1.6755 -2.1012  C6 1.087
18 H -0.5200 1.2404 -1.2591  C6 1.091

Calculated values
2S+1: 1
Total charge: +1
LUMO, hartree: -0.357
Orbital gap, eV: 5.50

Relative energies, in kcal/mol, with the most stable structure set to zero: #P 0.0; #Q 148.3.

#P
Formula: C4H8N2
Source: the OMol25 dataset
Level of theory: ωB97M-V/def2-TZVPD

Bonds (Å) are listed after each position.
Atoms and positions in Å:
1 C 0.2791 0.5218 -0.2423  C3 1.469, N5 1.314, N6 1.291
2 C -1.9924 0.0805 -1.0710  N5 1.264, H7 1.093, H8 1.042
3 C 1.1439 -0.5738 0.2167  C1 1.469, C4 1.421, H9 1.100, H10 1.119
4 C 0.2610 -1.2042 1.1349  C3 1.421, H11 1.136, H12 1.050
5 N -0.9744 0.1377 -0.3235  C1 1.314, C2 1.264
6 N 0.6970 1.7436 -0.2484  C1 1.291, H13 1.012, H14 1.005
7 H -2.9857 -0.1587 -0.6830  C2 1.093
8 H -1.9002 0.1308 -2.1074  C2 1.042
9 H 1.6203 -1.1890 -0.5609  C3 1.100
10 H 1.8292 -0.5852 1.1012  C3 1.119
11 H 0.4021 -2.2176 1.6297  C4 1.136
12 H -0.3815 -0.5543 1.6516  C4 1.050
13 H 1.5631 1.9450 0.2339  N6 1.012
14 H 0.1880 2.5250 -0.6231  N6 1.005

Calculated values
2S+1: 1
Total charge: +2
LUMO, hartree: -0.429
Orbital gap, eV: 8.85

#Q
Formula: C4H8N2
Source: the OMol25 dataset
Level of theory: ωB97M-V/def2-TZVPD

Bonds (Å) are listed after each position.
Atoms and positions in Å:
1 C -1.5469 1.1073 0.1761  C2 1.665, N5 1.346, N6 1.410, H7 1.105
2 C 0.0310 0.7005 -0.1669  C1 1.665, N5 1.372, N6 1.363
3 C 2.7018 -0.0617 0.0355  H8 1.026, H9 1.082, H10 1.090
4 C -1.2501 -1.5229 -0.0484  N6 1.433, H11 1.110, H12 1.034, H13 1.115
5 N -0.6286 1.8713 -0.4444  C1 1.346, C2 1.372, H14 0.990
6 N -1.0460 -0.1255 -0.2888  C1 1.410, C2 1.363, C4 1.433
7 H -2.2757 1.3789 0.9609  C1 1.105
8 H 3.6148 0.2202 -0.3394  C3 1.026
9 H 2.1273 -0.7979 -0.5106  C3 1.082
10 H 2.4250 0.0812 1.0802  C3 1.090
11 H -0.2495 -1.9962 -0.1352  C4 1.110
12 H -1.7640 -1.9396 -0.8434  C4 1.034
13 H -1.7900 -1.7343 0.9039  C4 1.115
14 H -0.3493 2.8189 -0.3797  N5 0.990

Calculated values
2S+1: 1
Total charge: +2
LUMO, hartree: -0.447
Orbital gap, eV: 8.28

Relative energies, in kcal/mol, with the most stable structure set to zero: #P 0.0; #Q 87.5.

#P
Formula: CHF3O2P
Source: the OMol25 dataset
Level of theory: ωB97M-V/def2-TZVPD

Bonds (Å) are listed after each position.
Atoms and positions in Å:
1 C -0.7469 0.0605 0.1484  F5 1.285, F6 1.361, P7 1.832
2 O 1.8696 -0.3177 0.9929  P7 1.478
3 O 1.0596 1.7198 -0.4138  P7 1.463
4 F -1.5640 -2.1040 0.1193  no bonds
5 F -1.5569 0.4239 -0.7813  C1 1.285
6 F -1.2631 0.3493 1.3743  C1 1.361
7 P 1.0555 0.2956 -0.0775  C1 1.832, O2 1.478, O3 1.463, H8 1.477
8 H 1.1460 -0.4274 -1.3622  P7 1.477

Calculated values
2S+1: 1
Total charge: -1
LUMO (alpha / beta), hartree: 0.101 / 0.102
Orbital gap (alpha / beta), eV: 9.16 / 9.16

#Q
Formula: CHF3O2P
Source: the OMol25 dataset
Level of theory: ωB97M-V/def2-TZVPD

Bonds (Å) are listed after each position.
Atoms and positions in Å:
1 O 1.0912 1.1176 1.3696  P2 1.468
2 P 0.8802 0.5435 0.0351  O1 1.468, O3 1.491, C4 1.931, H8 1.389
3 O 1.0559 1.2644 -1.2576  P2 1.491
4 C -0.8335 -0.3469 0.0630  P2 1.931, F5 1.331, F6 1.378, F7 1.353
5 F -0.8478 -1.1209 -1.0192  C4 1.331
6 F -2.0407 0.3165 0.0203  C4 1.378
7 F -0.9285 -1.1995 1.1097  C4 1.353
8 H 1.6231 -0.5745 -0.3209  P2 1.389

Calculated values
2S+1: 1
Total charge: -1
SMILES: O=[P@H]([O-])C(F)(F)F
LUMO, hartree: 0.160
Orbital gap, eV: 9.57

Relative energies, in kcal/mol, with the most stable structure set to zero: #P 61.4; #Q 0.0.

#P
Formula: C3H11NOS2
Source: the OMol25 dataset
Level of theory: ωB97M-V/def2-TZVPD

Bonds (Å) are listed after each position.
Atoms and positions in Å:
1 N 3.3815 2.0344 1.5445  C2 1.483, H7 1.011, H8 1.017
2 C 2.1384 1.7973 0.7709  N1 1.483, C3 1.526, H9 1.075, H10 1.080
3 C 1.5283 0.5137 1.3259  C2 1.526, C4 1.549, H11 1.094, H12 1.092
4 C 0.0770 0.1644 0.9116  C3 1.549, S5 1.847, H13 1.090, H14 1.081
5 S -0.5376 1.2789 -0.4268  C4 1.847, S6 2.078
6 S -2.5237 0.6685 -0.4389  S5 2.078, H15 1.340
7 H 3.8727 2.8644 1.2395  N1 1.011
8 H 3.9961 1.2464 1.3565  N1 1.017
9 H 1.5079 2.6404 0.9889  C2 1.075
10 H 2.4217 1.5834 -0.2488  C2 1.080
11 H 2.2111 -0.3109 1.0996  C3 1.094
12 H 1.4884 0.5305 2.4168  C3 1.092
13 H -0.0287 -0.8309 0.4806  C4 1.090
14 H -0.6060 0.2810 1.7419  C4 1.081
15 H -2.3566 -0.1863 -1.4578  S6 1.340
16 O -1.0114 -6.8612 -2.2156  H17 0.964, H18 0.965
17 H -0.3407 -6.5314 -2.8243  O16 0.964
18 H -1.8130 -6.4469 -2.5578  O16 0.965

Calculated values
2S+1: 1
SMILES: NCCCSS.O
LUMO, hartree: 0.020
Orbital gap, eV: 9.55

#Q
Formula: C3H11NOS2
Source: the OMol25 dataset
Level of theory: ωB97M-V/def2-TZVPD

Bonds (Å) are listed after each position.
Atoms and positions in Å:
1 N -2.9234 0.2724 -0.5640  C2 1.503, H7 1.021, H8 1.010
2 C -1.4717 0.5536 -0.8339  N1 1.503, C3 1.532, H9 1.097, H10 1.100
3 C -0.5325 -0.1646 0.1409  C2 1.532, C4 1.527, H11 1.095, H12 1.097
4 C 0.8705 0.4297 0.0362  C3 1.527, S5 1.850, H13 1.088, H14 1.094
5 S 0.8871 2.0437 0.9410  C4 1.850, S6 2.065
6 S 2.8687 2.0787 1.5225  S5 2.065, H15 1.377
7 H -2.9783 -0.7301 -0.3784  N1 1.021
8 H -3.3674 0.3327 -1.4686  N1 1.010
9 H -1.3763 0.2139 -1.8726  C2 1.097
10 H -1.3086 1.6408 -0.8029  C2 1.100
11 H -1.0657 -0.2045 1.0960  C3 1.095
12 H -0.5873 -1.1812 -0.2679  C3 1.097
13 H 1.5713 -0.2976 0.4410  C4 1.088
14 H 1.1485 0.6007 -1.0076  C4 1.094
15 H 2.7978 3.0776 2.4675  S6 1.377
16 O 1.9359 -2.5409 -0.0086  H17 0.961, H18 0.963
17 H 1.2335 -3.1627 -0.2188  O16 0.961
18 H 2.2979 -2.9621 0.7783  O16 0.963

Calculated values
2S+1: 1
SMILES: NCCCSS.O
LUMO, hartree: 0.019
Orbital gap, eV: 8.42

#R
Formula: C3H11NOS2
Source: the OMol25 dataset
Level of theory: ωB97M-V/def2-TZVPD

Bonds (Å) are listed after each position.
Atoms and positions in Å:
1 C 0.5132 0.2282 -2.5497  C2 1.518, H7 1.096, H8 1.088, H9 1.091
2 C -0.0280 0.6744 -1.2037  C1 1.518, N3 1.447, C4 1.546, H10 1.095
3 N 0.5828 1.9181 -0.7881  C2 1.447, H11 1.009, H12 1.017
4 C -1.5656 0.8256 -1.2445  C2 1.546, S5 1.840, H13 1.084, H14 1.087
5 S -2.4023 -0.6222 -0.4769  C4 1.840, S6 2.114
6 S -1.9534 -0.2434 1.5543  S5 2.114, H15 1.339
7 H 0.2898 1.0022 -3.2929  C1 1.096
8 H 1.5790 0.0238 -2.4666  C1 1.088
9 H 0.0865 -0.7242 -2.8678  C1 1.091
10 H 0.2432 -0.1127 -0.4921  C2 1.095
11 H 0.3711 2.1883 0.1612  N3 1.009
12 H 1.5959 1.8771 -0.8618  N3 1.017
13 H -1.8624 1.6212 -0.5712  C4 1.084
14 H -1.8804 0.8932 -2.2829  C4 1.087
15 H -0.7335 0.2255 1.2646  S6 1.339
16 O 1.9457 -3.5822 5.4312  H17 0.965, H18 0.968
17 H 1.1086 -3.3544 5.8527  O16 0.965
18 H 2.1099 -2.8386 4.8342  O16 0.968

Calculated values
2S+1: 1
SMILES: C[C@@H](N)CSS.O
LUMO, hartree: 0.006
Orbital gap, eV: 8.74

#S
Formula: C3H11NOS2
Source: the OMol25 dataset
Level of theory: ωB97M-V/def2-TZVPD

Bonds (Å) are listed after each position.
Atoms and positions in Å:
1 C -0.7644 -2.2164 -0.6381  C2 1.512, H7 1.098, H8 1.082, H9 1.075
2 C 0.4017 -1.5512 0.0578  C1 1.512, N3 1.486, C4 1.561, H10 1.092
3 N 1.6556 -1.4979 -0.7376  C2 1.486, H11 1.026, H12 1.018
4 C 0.0377 -0.0809 0.4341  C2 1.561, S5 1.806, H13 1.091, H14 1.081
5 S 0.3601 0.4587 2.1267  C4 1.806, S6 2.061
6 S 2.3042 1.1433 2.1311  S5 2.061, H15 1.343
7 H -0.9061 -1.7992 -1.6439  C1 1.098
8 H -0.7257 -3.2971 -0.6781  C1 1.082
9 H -1.6769 -1.9096 -0.1594  C1 1.075
10 H 0.6058 -2.0084 1.0279  C2 1.092
11 H 1.6718 -2.2349 -1.4506  N3 1.026
12 H 2.4237 -1.6931 -0.0981  N3 1.018
13 H 0.5655 0.5824 -0.2523  C4 1.091
14 H -1.0331 0.0606 0.3802  C4 1.081
15 H 2.8999 -0.0216 2.4329  S6 1.343
16 O -2.5433 5.5534 -0.6583  H17 0.967, H18 0.966
17 H -2.7278 5.9211 -1.5337  O16 0.967
18 H -2.5486 4.5906 -0.7406  O16 0.966

Calculated values
2S+1: 1
SMILES: C[C@@H](N)CSS.O
LUMO, hartree: 0.022
Orbital gap, eV: 9.66

Relative energies, in kcal/mol, with the most stable structure set to zero: #P 4.7; #Q 12.3; #R 2.1; #S 0.0.

#P
Formula: C3H11NOS2
Source: the OMol25 dataset
Level of theory: ωB97M-V/def2-TZVPD

Bonds (Å) are listed after each position.
Atoms and positions in Å:
1 C 3.3588 -1.8927 -0.4959  S2 1.802, H7 1.094, H8 1.083, H9 1.082
2 S 1.6509 -1.8378 -1.0674  C1 1.802, S3 2.068
3 S 1.1952 0.1037 -0.5214  S2 2.068, C4 1.830
4 C -0.6277 -0.0623 -0.5183  S3 1.830, C5 1.526, H10 1.082, H11 1.098
5 C -1.1816 0.9193 0.5109  C4 1.526, N6 1.460, H12 1.096, H13 1.081
6 N -1.0766 0.2792 1.8194  C5 1.460, H14 1.008, H15 1.016
7 H 3.9448 -1.1266 -1.0131  C1 1.094
8 H 3.3877 -1.8138 0.5839  C1 1.083
9 H 3.7734 -2.8353 -0.8274  C1 1.082
10 H -0.9319 -1.0492 -0.1970  C4 1.082
11 H -0.9348 0.1148 -1.5571  C4 1.098
12 H -2.2544 1.0614 0.3356  C5 1.096
13 H -0.6865 1.8802 0.5284  C5 1.081
14 H -1.2949 0.9254 2.5622  N6 1.008
15 H -0.1553 -0.1122 1.9951  N6 1.016
16 O -4.9306 3.1704 1.1359  H17 0.965, H18 0.972
17 H -5.8068 3.1638 1.5411  O16 0.965
18 H -4.7197 4.1145 1.0379  O16 0.972

Calculated values
2S+1: 1
SMILES: CSSCCN.O
LUMO, hartree: 0.026
Orbital gap, eV: 8.49

#Q
Formula: C3H11NOS2
Source: the OMol25 dataset
Level of theory: ωB97M-V/def2-TZVPD

Bonds (Å) are listed after each position.
Atoms and positions in Å:
1 S 4.0144 0.6787 -0.3267  no bonds
2 S -3.3428 0.0155 -0.6654  C3 1.846, H7 1.334
3 C -1.8851 0.2393 0.4447  S2 1.846, C4 1.519, H8 1.088, H9 1.079
4 C -0.7562 -0.7258 0.1279  C3 1.519, N5 1.451, H10 1.088, H11 1.103
5 N 0.0015 -0.3004 -1.0338  C4 1.451, C6 1.444, H12 1.006
6 C 0.5407 1.0396 -1.0268  N5 1.444, H13 1.100, H14 1.097, H15 1.111
7 H -4.2268 -0.3663 0.2573  S2 1.334
8 H -1.5792 1.2700 0.2753  C3 1.088
9 H -2.2664 0.1447 1.4496  C3 1.079
10 H -1.1741 -1.7067 -0.0883  C4 1.088
11 H -0.1159 -0.8297 1.0204  C4 1.103
12 H 0.7217 -0.9660 -1.2564  N5 1.006
13 H -0.2396 1.7530 -1.3302  C6 1.100
14 H 1.3103 1.0746 -1.8078  C6 1.097
15 H 0.9650 1.3593 -0.0508  C6 1.111
16 H 2.6854 -0.6962 2.0935  O18 0.966
17 H 3.0274 -0.9052 0.6328  O18 0.978
18 O 2.3199 -1.0783 1.2847  H16 0.966, H17 0.978

Calculated values
2S+1: 1
LUMO, hartree: -0.154
Orbital gap, eV: 4.42

Relative energies, in kcal/mol, with the most stable structure set to zero: #P 0.0; #Q 95.9.